Entry from the OMol25 dataset: 6 unconnected molecules or ions with the total composition C29H49F2NO17S5 in a non-equilibrium geometry (the ωB97M-V functional and the def2-TZVPD basis).

Geometry as ORCA input:
```
! RIJCOSX wB97M-V def2-TZVPD def2/J DEFGRID3
* xyz 0 1
C 0.6965 -0.2405 2.8751
C 0.1382 0.5569 1.9722
C -0.4184 1.5710 0.8198
C 0.6189 2.8379 0.8628
C 1.7477 3.1009 -0.2072
C 1.8603 2.0381 -1.4474
C 0.8951 2.5924 -2.6248
C -0.5381 2.7127 -2.3443
C 2.7479 4.3399 -0.0605
F 3.7654 4.5487 -1.0760
C 2.6147 5.3194 1.1855
F 3.4968 6.4333 1.4168
C 1.4623 5.0078 2.2049
C 0.4490 3.8037 2.1092
C -0.5970 3.7297 3.3476
O -1.4625 2.8506 3.6427
N -0.2102 4.9821 4.0850
C 0.9861 5.7256 3.5572
O 1.4718 6.7501 4.1636
H 1.4750 -0.5765 3.6675
H -1.4535 2.0059 1.0969
H -0.3979 1.0095 -0.1791
H 2.9430 1.9571 -1.8528
H 1.5787 0.9626 -1.0975
H 1.3674 2.8526 -3.6526
H -1.0729 3.7293 -2.3316
H -1.1712 1.7743 -2.0779
H -0.1687 4.7965 5.1057
C -7.9941 3.1995 5.2313
C -7.2609 4.3819 5.8382
O -5.8582 4.3187 5.5886
S -5.3230 4.6402 4.0915
C -3.5958 4.7146 4.4731
O -5.7739 5.9528 3.7057
O -5.5482 3.4822 3.2610
H -7.9370 3.2151 4.1406
H -9.0510 3.2138 5.5100
H -7.5498 2.2578 5.5649
H -7.6713 5.3304 5.4770
H -7.3936 4.3650 6.9228
H -3.4109 5.5639 5.1303
H -3.0550 4.8411 3.5347
H -3.2973 3.7802 4.9473
C -6.6081 1.3984 0.2351
C -5.5387 0.6508 1.0100
O -5.1650 -0.5643 0.3597
S -4.2591 -0.4780 -0.9811
C -3.8810 -2.2020 -1.1177
O -3.0479 0.2442 -0.6814
O -5.1064 -0.1174 -2.0907
H -6.2306 1.7422 -0.7306
H -6.9481 2.2755 0.7916
H -7.4643 0.7486 0.0347
H -4.6592 1.2802 1.1791
H -5.9343 0.3791 1.9916
H -3.2695 -2.5025 -0.2675
H -3.3288 -2.3476 -2.0478
H -4.8124 -2.7677 -1.1493
C 6.4448 -1.9357 -4.3827
C 6.4226 -0.4299 -4.5696
O 5.3200 -0.0121 -5.3743
S 3.8343 -0.0433 -4.7277
C 3.0013 0.8386 -6.0175
O 3.8272 0.7615 -3.5319
O 3.3541 -1.4021 -4.7343
H 5.5792 -2.2768 -3.8104
H 7.3440 -2.2466 -3.8443
H 6.4139 -2.4448 -5.3498
H 6.4105 0.0888 -3.6056
H 7.3327 -0.1220 -5.0902
H 3.3768 1.8609 -6.0520
H 1.9350 0.8372 -5.7840
H 3.1722 0.3262 -6.9643
C 11.6524 -4.8457 -4.2117
C 12.5229 -4.4845 -3.0219
O 12.2050 -3.1927 -2.5068
S 10.8286 -3.0108 -1.6691
C 11.1418 -1.3779 -1.0603
O 10.8303 -3.9301 -0.5608
O 9.7276 -2.9377 -2.5975
H 10.6048 -4.9479 -3.9198
H 11.9701 -5.7948 -4.6509
H 11.7004 -4.0651 -4.9757
H 12.4487 -5.2397 -2.2329
H 13.5675 -4.4530 -3.3412
H 11.9948 -1.4064 -0.3832
H 10.2491 -1.0469 -0.5269
H 11.3338 -0.7158 -1.9048
C -6.8589 -5.3340 3.3298
C -7.0219 -6.6656 2.6200
O -7.3897 -6.4943 1.2522
S -6.2645 -5.9733 0.2079
C -7.1793 -6.2591 -1.2809
O -5.1402 -6.8727 0.2432
O -6.1079 -4.5476 0.3683
H -6.0214 -4.7657 2.9189
H -6.6692 -5.4833 4.3958
H -7.7558 -4.7205 3.2094
H -6.1129 -7.2705 2.6987
H -7.8266 -7.2287 3.0991
H -7.3396 -7.3299 -1.4020
H -6.5883 -5.8709 -2.1122
H -8.1279 -5.7252 -1.2218
*
```

Results
Structure (SMILES): C#CCc1c(CC=C)c(F)c(F)c2c1C(=O)NC2=O.CCOS(C)(=O)=O.CCOS(C)(=O)=O.CCOS(C)(=O)=O.CCOS(C)(=O)=O.CCOS(C)(=O)=O
E_tot: -126761.086 eV



Entry from the OMol25 dataset: a molecular structure, C29H49N7O9PRhSbSi3 (the ωB97M-V functional and the def2-TZVPD basis).

Geometry as ORCA input:
```
! RIJCOSX wB97M-V def2-TZVPD def2/J DEFGRID3
* xyz 1 5
Rh -2.1212 -0.0844 -0.3594
O 1.5869 3.2800 0.4967
C 0.4649 2.6093 0.4039
O 0.4799 1.3921 0.5132
C -0.7970 3.3309 0.2245
C -1.0453 4.5389 0.8270
C -2.3149 5.1054 0.7426
C -3.3693 4.4136 0.1711
C -3.1238 3.1821 -0.4163
C -1.7943 2.6518 -0.5524
O -1.4441 1.7238 -1.3424
N -4.2749 2.3967 -0.8043
O -5.3811 2.8936 -0.7266
O -4.0973 1.2119 -1.1385
N -2.5380 6.4081 1.3425
O -3.6652 6.8484 1.3314
O -1.5627 6.9835 1.7903
H -0.2917 5.0640 1.4022
H -4.3730 4.8124 0.2011
C -5.8134 -3.5928 1.4610
N -4.6791 -4.1729 0.7414
C -5.0652 -4.3401 -0.6578
N -5.5409 -3.1225 -1.3034
C -6.6398 -2.5732 -0.5120
N -6.3048 -2.3456 0.8901
C -5.3408 -1.2635 1.0470
P -3.7464 -1.6347 0.1865
C -3.4972 -3.3277 0.8723
C -4.4658 -2.1475 -1.4405
H -5.5304 -3.4249 2.5019
H -6.6313 -4.3180 1.4365
H -5.8704 -5.0795 -0.6970
H -4.2110 -4.7290 -1.2203
H -7.4704 -3.2826 -0.5498
H -6.9648 -1.6320 -0.9587
H -5.1417 -1.1081 2.1127
H -5.7533 -0.3326 0.6477
H -3.2184 -3.2578 1.9268
H -2.6546 -3.7948 0.3563
H -3.6666 -2.5702 -2.0601
H -4.8406 -1.2562 -1.9493
O -0.5811 -4.4674 1.9106
C -0.2268 -5.3527 0.8744
N 1.1632 -5.2774 0.5236
C 1.7433 -4.3674 -0.2974
O 2.9493 -4.3048 -0.4337
C 0.8765 -3.4054 -1.0646
C 0.9832 -3.3787 -2.4514
C 0.3198 -2.3860 -3.1528
C -0.4048 -1.4420 -2.4438
N -0.5325 -1.4770 -1.1148
C 0.0914 -2.4461 -0.4417
H -0.2789 -4.8255 2.7532
H -0.8309 -5.0696 0.0109
H -0.4608 -6.3886 1.1394
H 1.8239 -5.8695 1.0087
H 1.5897 -4.1134 -2.9616
H 0.3715 -2.3285 -4.2293
H -0.8992 -0.6174 -2.9462
H -0.0438 -2.4497 0.6331
C 1.4630 5.7079 -1.1334
Si 2.2089 4.8723 0.3517
C 1.9089 5.7656 1.9637
C 4.0192 4.5168 0.0772
Sb 2.8282 0.3386 -0.2606
Si 4.5355 -0.2013 -2.2034
C 3.4743 -0.0972 -3.7341
C 5.8110 1.1561 -2.0738
C 5.2356 -1.8910 -1.8597
Si 3.4418 -0.0535 2.2186
C 5.1122 0.7630 2.4493
C 3.5270 -1.9083 2.4568
C 2.0824 0.7359 3.2185
H 1.9965 6.6404 -1.3187
H 0.4109 5.9549 -1.0107
H 1.5661 5.0861 -2.0219
H 1.1846 6.5731 1.8577
H 2.8422 6.1992 2.3198
H 1.5462 5.0972 2.7439
H 4.5994 5.4363 0.1028
H 4.1816 4.0505 -0.8924
H 4.4162 3.8526 0.8505
H 3.0167 0.8858 -3.8347
H 2.6810 -0.8437 -3.7128
H 4.0817 -0.2788 -4.6218
H 5.3964 2.1293 -2.3226
H 6.6226 0.9478 -2.7722
H 6.2437 1.2123 -1.0771
H 4.4781 -2.6070 -1.5512
H 6.0034 -1.8462 -1.0911
H 5.6968 -2.2719 -2.7721
H 5.7872 0.5698 1.6177
H 5.5818 0.3634 3.3479
H 5.0205 1.8431 2.5674
H 4.0982 -2.4107 1.6796
H 2.5333 -2.3508 2.4807
H 4.0111 -2.1125 3.4118
H 2.1384 1.8215 3.1817
H 2.1729 0.4232 4.2594
H 1.1004 0.4417 2.8534
*
```

Results
Expectation value of S²: 6.02
ΔE to the lowest compared entry with this formula, charge and spin: 153.4 kJ/mol
E_tot: -102185.077 eV



Entry from the OMol25 dataset: a molecular structure, C29H49NP2Tb in a non-equilibrium geometry (the ωB97M-V functional and the def2-TZVPD basis).

Geometry as ORCA input:
```
! RIJCOSX wB97M-V def2-TZVPD def2/J DEFGRID3
* xyz 1 7
Tb -0.3060 -0.5868 0.2433
C -2.8407 -0.7038 1.6543
C -3.0582 -0.3594 0.2799
C -2.8430 -2.6503 0.4252
C -2.7213 -2.1241 1.7315
C -3.0115 -1.5706 -0.4748
C -3.0341 0.1874 2.8278
H -2.6772 1.2013 2.6129
H -2.4893 -0.1824 3.7063
H -4.1015 0.2622 3.1046
C -2.6285 -2.9593 2.9533
H -2.6246 -2.3410 3.8553
H -1.7160 -3.5784 2.9545
H -3.4893 -3.6445 3.0227
C -2.9214 -4.1012 0.1040
H -3.8586 -4.5361 0.4850
H -2.0956 -4.6555 0.5673
H -2.8910 -4.2746 -0.9791
C -3.3692 -1.6841 -1.9169
H -4.4587 -1.7909 -2.0625
H -2.8868 -2.5618 -2.3627
H -3.0389 -0.7961 -2.4723
C -3.6163 0.9365 -0.2041
H -4.7133 0.8743 -0.3190
H -3.2059 1.2030 -1.1870
H -3.4098 1.7613 0.4861
C 3.0580 2.6161 0.3874
C 2.0421 3.4586 0.7637
C 1.7866 4.7525 0.0100
C 1.8008 4.6415 -1.5374
C 1.3422 3.3276 -2.0553
C 2.1793 2.3194 -2.4319
C 3.6423 2.2838 -2.0643
C 4.0107 2.9282 -0.7031
H 2.5726 5.4631 0.3226
H 2.7944 4.8916 -1.9353
H 0.8299 5.2152 0.2999
H 4.1305 4.0126 -0.8172
H 3.3250 1.7360 0.9785
H 1.7192 3.5641 1.8066
H 4.9958 2.5413 -0.4000
H 4.0601 1.2650 -2.0803
H 1.9571 1.7559 -3.3452
H 4.1632 2.8345 -2.8667
H 1.1057 5.3960 -1.9360
H 0.2736 3.2917 -2.2662
P 0.5766 1.6028 1.5736
C 1.7368 1.4720 2.9819
C -0.6281 2.9851 1.3052
P 0.5717 0.1732 -2.1619
C 1.2718 0.9958 -0.2207
C -0.5721 1.2431 -3.1166
C 1.9763 -0.6677 -2.9656
H 2.1545 0.4573 3.0270
H 1.2052 1.6342 3.9296
H 2.5749 2.1772 2.9390
H -0.2537 3.7127 0.5758
H -0.8011 3.5080 2.2559
H -1.5940 2.6243 0.9354
H 2.8803 -0.0528 -2.8936
H 1.7772 -0.8948 -4.0234
H 2.1846 -1.6201 -2.4576
H 2.2899 0.6130 -0.1566
H 1.1013 2.0004 -0.5831
H -1.3728 0.6276 -3.5559
H -0.0470 1.7992 -3.9086
H -1.0621 1.9658 -2.4414
C 0.0103 -3.9021 -1.8342
C 0.4650 -3.9209 -0.4296
C 1.0281 -5.0231 0.2256
C 1.2635 -4.6492 1.5545
C 0.8380 -3.3097 1.6905
C 0.8814 -2.4956 2.9082
N 0.4157 -2.8444 0.4436
H -0.5206 -2.9778 -2.1042
H -0.6590 -4.7614 -2.0168
H 0.8835 -4.0239 -2.4958
H 1.2449 -5.9702 -0.2544
H 1.7029 -5.2216 2.3621
H 0.7989 -3.1604 3.7882
H 1.8445 -1.9548 2.9844
H 0.0504 -1.7602 2.9737
*
```

Results
Expectation value of S²: 12.62
ΔE to the lowest compared entry with this formula, charge and spin: 0.0 kJ/mol
E_tot: -73354.849 eV



Entry from the OMol25 dataset: 3 unconnected molecules or ions with the total composition C29H50BrClF3N2O15P2S in a non-equilibrium geometry (the ωB97M-V functional and the def2-TZVPD basis).

Geometry as ORCA input:
```
! RIJCOSX wB97M-V def2-TZVPD def2/J DEFGRID3
* xyz 1 1
C 2.0472 -6.3398 2.3455
C 3.4248 -6.0998 3.2629
O 3.7494 -6.8634 4.3256
O 4.2534 -4.9323 2.8335
C 3.8403 -3.7447 3.6442
C 4.6902 -2.4343 3.1489
C 3.8393 -1.3357 2.2798
C 2.7600 -2.0299 1.2066
C 2.1766 -0.8924 0.2109
C 0.5435 -0.8916 -0.0977
S 0.1205 -2.6629 -0.5285
O -0.1257 -3.5643 0.7503
O 1.3270 -3.4182 -1.2308
C -1.2951 -3.0312 -1.6496
F -2.3659 -2.0628 -1.8382
F -1.9843 -4.2818 -1.1402
F -0.8502 -3.4539 -3.0334
N -0.2608 -0.2636 1.0186
Cl -0.0987 -0.9215 2.5923
C -1.7652 -0.1782 0.7469
C -2.6541 0.4306 1.9776
C -3.4904 -0.6538 2.8750
O -4.2387 -0.1327 3.8878
C -3.5001 -2.2809 2.7395
C -4.7076 -2.9267 1.7787
C -4.7366 -4.5594 1.5684
C -3.6409 -5.5991 2.2298
C -2.4675 -4.9739 3.1963
C -2.4329 -3.3313 3.4085
C -1.8712 0.8397 -0.5612
N -1.8531 2.3270 -0.1413
O -1.0228 0.5165 -1.6843
C 0.3679 0.1750 -1.3832
Br 0.9513 -0.7062 -3.1396
C 1.1607 1.5852 -1.2380
C 2.3815 1.9063 -2.2766
C 3.7824 1.0966 -2.0239
O 4.8832 1.9461 -2.5209
H 2.3721 -6.1521 1.2188
H 1.2158 -5.5312 2.5905
H 1.6748 -7.4412 2.5370
H 4.1815 -4.0000 4.7555
H 2.6783 -3.5981 3.6921
H 5.0538 -1.8809 4.1421
H 5.6459 -2.7436 2.5474
H 4.5146 -0.5426 1.7447
H 3.1501 -0.7571 3.0644
H 2.0120 -2.6260 1.8593
H 3.4096 -2.8235 0.6044
H 2.6801 -1.1378 -0.8443
H 2.5653 0.1364 0.6617
H 0.0325 0.7556 1.1271
H -2.1500 -1.2590 0.5484
H -3.4940 1.1499 1.5239
H -2.0410 1.1382 2.7188
H -5.4947 -2.1783 1.2830
H -5.5904 -4.9862 0.8544
H -3.6642 -6.7755 2.0350
H -1.6335 -5.6476 3.7048
H -1.5495 -2.9234 4.0845
H -2.9960 0.6857 -0.9398
H -2.8535 2.6180 0.0425
H -1.2479 2.4682 0.6966
H 1.5240 1.8511 -0.1317
H 0.3862 2.4686 -1.4724
H 2.6657 3.0479 -2.0459
H 2.0517 1.9589 -3.4240
H 3.9301 1.0248 -0.8485
H 3.8019 -0.0032 -2.4377
H 4.8052 2.0062 -3.5304
C 5.6505 7.5364 -0.3396
O 5.9069 6.8044 0.8423
P 5.0053 5.5123 1.1738
O 5.3867 4.7852 2.4249
O 5.0970 4.6271 -0.1704
C 6.3569 4.0825 -0.5000
O 3.4993 6.0777 1.1422
C 2.9691 6.5825 2.3522
H 6.6010 7.7180 -0.8493
H 4.9847 7.0036 -1.0236
H 5.2001 8.4959 -0.0762
H 7.0536 4.1193 0.3435
H 6.7771 4.6477 -1.3364
H 6.2231 3.0419 -0.8057
H 2.4394 7.5148 2.1432
H 3.7507 6.7823 3.0912
H 2.2616 5.8561 2.7592
C -5.1688 -0.1750 -3.4247
O -6.2801 0.6008 -3.0228
P -7.2454 1.2275 -4.1488
O -8.4148 1.9949 -3.6165
O -7.6363 -0.0396 -5.0656
C -8.4243 -1.0483 -4.4705
O -6.2444 2.0680 -5.0870
C -6.0079 3.4184 -4.7397
H -5.1524 -1.0930 -2.8302
H -5.2107 -0.4461 -4.4829
H -4.2520 0.3872 -3.2351
H -8.8852 -0.7118 -3.5363
H -7.7905 -1.9152 -4.2650
H -9.2112 -1.3410 -5.1701
H -4.9393 3.6247 -4.8338
H -6.3178 3.6387 -3.7138
H -6.5559 4.0631 -5.4310
*
```

Results
E_tot: -184680.495 eV